(1)
Computed, not measured: a structure of composition C39H33N8O2PRhSe, with ωB97M-V/def2-TZVPD.

The highest occupied orbital energy comes out at -4.5 eV. Its energy relative to the best compared isomer or geometry (same formula, charge and spin) is 5.5 kcal/mol. Its total charge is -1.

CARTESIAN COORDINATES (ANGSTROEM)
Rh 0.051 0.060 -0.114
O -0.510 -1.741 -0.819
C -1.181 -2.577 -0.087
C -1.115 -3.948 -0.437
C -1.864 -4.903 0.206
C -2.726 -4.557 1.251
C -2.790 -3.235 1.630
C -2.034 -2.233 1.005
C -2.156 -0.900 1.557
N -1.463 0.100 1.183
N -1.610 1.299 1.866
C -0.626 2.109 1.588
O 0.364 1.879 0.785
C -0.632 3.441 2.254
C -1.377 3.673 3.407
C -1.374 4.927 3.997
C -0.636 5.962 3.437
C 0.106 5.735 2.286
C 0.112 4.477 1.700
H -0.443 -4.211 -1.244
H -1.776 -5.940 -0.099
H -3.319 -5.308 1.756
H -3.443 -2.942 2.447
H -2.852 -0.741 2.378
H -1.953 2.859 3.824
H -1.953 5.101 4.896
H -0.641 6.944 3.896
H 0.677 6.540 1.841
H 0.683 4.279 0.802
N 3.213 1.821 0.942
C 3.380 1.413 2.191
N 4.144 2.170 3.028
N 2.865 0.317 2.723
C 1.968 -0.348 2.044
N 1.155 -1.003 1.528
H 3.454 2.771 0.711
H 2.583 1.313 0.251
H 4.764 2.860 2.646
H 4.374 1.761 3.915
N 1.828 0.105 -1.152
P 2.350 0.291 -2.581
C 1.487 -0.526 -3.962
C 1.745 -0.248 -5.304
C 1.122 -0.979 -6.303
C 0.235 -1.997 -5.968
C -0.022 -2.277 -4.636
C 0.601 -1.545 -3.632
C 2.588 2.044 -3.096
C 1.872 3.000 -2.378
C 2.019 4.351 -2.666
C 2.888 4.760 -3.669
C 3.620 3.816 -4.377
C 3.476 2.467 -4.086
C 4.060 -0.361 -2.769
C 5.112 0.300 -2.135
C 6.391 -0.233 -2.135
C 6.639 -1.444 -2.768
C 5.602 -2.112 -3.401
C 4.321 -1.573 -3.400
H 2.426 0.547 -5.578
H 1.318 -0.748 -7.343
H -0.265 -2.557 -6.749
H -0.724 -3.057 -4.369
H 0.397 -1.764 -2.589
H 1.192 2.665 -1.603
H 1.450 5.085 -2.108
H 2.999 5.814 -3.896
H 4.310 4.131 -5.151
H 4.085 1.741 -4.613
H 4.926 1.243 -1.636
H 7.197 0.294 -1.637
H 7.636 -1.867 -2.763
H 5.786 -3.058 -3.895
H 3.517 -2.105 -3.894
Se -1.281 1.523 -1.621
C -1.848 0.699 -3.248
C -2.738 -0.371 -3.267
C -3.208 -0.840 -4.483
N -2.870 -0.322 -5.665
C -2.012 0.698 -5.638
C -1.475 1.233 -4.478
H -3.058 -0.829 -2.340
H -3.904 -1.673 -4.509
H -1.728 1.107 -6.603
H -0.774 2.056 -4.526

---

(2)
Computed, not measured: a structure of composition C39H34As2BF4GeMnO3S4, with ωB97M-V/def2-TZVPD.

The highest occupied orbital energy (spin up / spin down) comes out at -2.3 / -2.4 eV. Its multiplicity is 5. Its energy relative to the best compared isomer or geometry (same formula, charge and spin) is 0.0 kcal/mol. Its total charge is -2.

CARTESIAN COORDINATES (ANGSTROEM)
Mn -0.121 -0.814 -0.252
S -2.062 -3.287 3.434
As -0.509 -2.031 2.785
S -1.267 -0.250 1.692
S 0.422 -2.767 0.890
S 0.983 -1.508 4.192
O 1.513 0.414 -0.159
As 3.137 0.137 0.004
C 3.596 1.141 1.585
C 4.874 1.637 1.819
C 5.147 2.310 3.000
C 4.146 2.471 3.951
C 2.875 1.969 3.719
C 2.591 1.309 2.530
C 4.117 0.913 -1.448
C 3.396 1.679 -2.356
C 4.064 2.283 -3.411
C 5.436 2.119 -3.559
C 6.148 1.343 -2.655
C 5.486 0.735 -1.595
C 3.812 -1.620 0.386
C 4.425 -2.402 -0.587
C 4.888 -3.664 -0.248
C 4.722 -4.145 1.045
C 4.096 -3.366 2.006
C 3.645 -2.095 1.681
H 5.656 1.510 1.079
H 6.140 2.704 3.181
H 4.363 2.987 4.879
H 2.095 2.066 4.463
H 1.598 0.912 2.352
H 2.320 1.766 -2.254
H 3.504 2.872 -4.126
H 5.951 2.588 -4.389
H 7.215 1.202 -2.778
H 6.036 0.108 -0.902
H 4.498 -2.043 -1.604
H 5.356 -4.283 -1.005
H 5.065 -5.142 1.298
H 3.920 -3.748 3.004
H 3.109 -1.520 2.430
O 2.441 -1.270 -2.336
C 1.297 -1.441 -2.758
O 0.245 -1.613 -2.038
C 1.070 -1.507 -4.259
C -0.394 -1.480 -4.677
Ge -1.451 -2.962 -3.949
C -2.648 -2.460 -2.505
C -3.617 -1.493 -2.765
C -4.438 -1.025 -1.749
C -4.302 -1.522 -0.461
C -3.352 -2.497 -0.188
C -2.534 -2.963 -1.211
C -0.315 -4.524 -3.571
C -0.160 -5.511 -4.546
C 0.680 -6.599 -4.347
C 1.384 -6.724 -3.158
C 1.242 -5.755 -2.174
C 0.404 -4.667 -2.380
C -2.691 -3.587 -5.369
C -2.819 -2.969 -6.611
C -3.735 -3.421 -7.557
C -4.544 -4.511 -7.274
C -4.437 -5.139 -6.039
C -3.525 -4.676 -5.103
H 1.572 -2.415 -4.610
H 1.616 -0.662 -4.684
H -0.459 -1.498 -5.768
H -0.855 -0.551 -4.334
H -3.717 -1.075 -3.762
H -5.164 -0.248 -1.959
H -4.914 -1.132 0.343
H -3.213 -2.866 0.822
H -1.785 -3.707 -0.970
H -0.705 -5.433 -5.481
H 0.783 -7.350 -5.123
H 2.041 -7.572 -2.999
H 1.782 -5.833 -1.238
H 0.323 -3.921 -1.600
H -2.201 -2.112 -6.853
H -3.817 -2.918 -8.513
H -5.259 -4.866 -8.008
H -5.070 -5.987 -5.805
H -3.462 -5.170 -4.138
F -1.986 1.470 -3.277
B -0.929 1.600 -2.383
F -1.183 0.664 -1.278
F -0.849 2.875 -1.853
F 0.278 1.235 -2.997

---

(3)
Computed, not measured: a structure of composition C39H34AuBN7S, with ωB97M-V/def2-TZVPD.

The highest occupied orbital energy (spin up / spin down) comes out at -6.8 / -10.8 eV. Its multiplicity is 3. Its total charge is +1.

CARTESIAN COORDINATES (ANGSTROEM)
Au 0.064 0.394 -1.026
C 2.922 3.014 2.334
C 2.529 1.668 1.866
C 3.335 0.613 1.462
C 2.499 -0.461 1.201
N 1.212 -0.034 1.399
N 1.243 1.264 1.823
B -0.001 2.160 1.816
N -0.022 2.983 0.504
N 0.011 2.428 -0.731
C -0.066 3.410 -1.642
C -0.150 4.630 -0.959
C -0.122 4.323 0.386
C -0.184 5.282 1.517
C -0.023 3.232 -3.090
C -0.219 2.000 -3.711
C -0.091 1.853 -5.077
C 0.179 2.954 -5.868
C 0.305 4.201 -5.279
C 0.222 4.339 -3.907
N -1.214 1.242 1.838
N -1.165 -0.026 1.305
C -2.459 -0.524 1.301
C -3.291 0.461 1.803
C -2.498 1.549 2.136
C -2.912 2.853 2.698
C -2.844 -1.825 0.746
C -2.982 -1.974 -0.633
C -3.366 -3.190 -1.167
C -3.637 -4.264 -0.334
C -3.537 -4.110 1.037
C -3.153 -2.897 1.578
C 2.879 -1.781 0.696
C 3.242 -1.906 -0.642
C 3.587 -3.143 -1.152
C 3.616 -4.251 -0.323
C 3.326 -4.117 1.024
C 2.956 -2.887 1.534
H 3.937 2.981 2.716
H 2.894 3.745 1.526
H 2.252 3.348 3.123
H 4.403 0.605 1.384
H 0.005 2.879 2.756
H -0.231 5.612 -1.372
H -0.269 6.289 1.119
H -1.036 5.078 2.161
H 0.714 5.229 2.127
H -0.491 1.142 -3.109
H -0.205 0.876 -5.522
H 0.293 2.838 -6.933
H 0.482 5.069 -5.894
H 0.354 5.315 -3.469
H -4.355 0.396 1.899
H -3.902 2.767 3.135
H -2.210 3.186 3.459
H -2.952 3.611 1.915
H -2.812 -1.122 -1.278
H -3.468 -3.294 -2.237
H -3.945 -5.211 -0.752
H -3.769 -4.934 1.691
H -3.097 -2.780 2.649
H 3.233 -1.028 -1.271
H 3.837 -3.241 -2.198
H 3.874 -5.216 -0.727
H 3.392 -4.969 1.682
H 2.712 -2.780 2.581
S -0.088 -3.432 2.345
C -0.075 -2.275 3.656
C -0.002 -1.004 3.227
C 0.034 -0.841 1.752
C 0.027 -2.205 1.128
C 0.046 -2.579 -0.234
C -0.024 -3.957 -0.549
C -0.029 -4.393 -1.848
C 0.047 -3.436 -2.867
C 0.124 -2.113 -2.510
N 0.125 -1.660 -1.250
H -0.102 -2.633 4.667
H 0.027 -0.137 3.865
H -0.084 -4.671 0.256
H -0.090 -5.442 -2.086
H 0.035 -3.719 -3.906
H 0.191 -1.350 -3.270

---

(4)
Computed, not measured: a structure of composition C39H34BF15GeN6S4V, with ωB97M-V/def2-TZVPD.

The highest occupied orbital energy comes out at -15.9 eV. Its energy relative to the best compared isomer or geometry (same formula, charge and spin) is 3.5 kcal/mol. Its total charge is +3.

CARTESIAN COORDINATES (ANGSTROEM)
V 0.439 -0.128 -0.325
C -0.992 -6.203 -0.531
C -0.332 -4.960 0.060
C 0.716 -5.377 1.090
C -1.415 -4.066 0.665
N 0.382 -4.204 -1.067
C 0.479 -4.659 -2.361
C 1.225 -3.767 -3.056
N 1.588 -2.757 -2.199
B 2.523 -1.619 -2.730
N 1.748 -0.483 -3.483
C 2.380 0.164 -4.518
C 1.497 1.025 -5.072
N 0.310 0.910 -4.386
C 0.489 -0.007 -3.419
S -0.674 -0.430 -2.175
C -0.893 1.780 -4.780
C -0.532 3.219 -4.414
C -1.100 1.615 -6.288
C -2.169 1.360 -4.061
N 3.481 -1.062 -1.624
C 4.650 -1.737 -1.373
C 5.362 -1.021 -0.475
N 4.638 0.109 -0.171
C 3.490 0.056 -0.871
S 2.145 1.177 -0.710
C 5.197 1.132 0.829
C 6.629 1.457 0.396
C 4.389 2.423 0.844
C 5.163 0.468 2.205
C 1.062 -3.045 -0.992
S 1.163 -2.038 0.444
H -1.514 -6.713 0.276
H -0.264 -6.908 -0.937
H -1.732 -5.953 -1.294
H 0.228 -5.941 1.885
H 1.210 -4.519 1.549
H 1.473 -6.019 0.635
H -2.015 -4.672 1.344
H -2.078 -3.676 -0.111
H -1.015 -3.238 1.246
H 0.032 -5.579 -2.691
H 1.540 -3.788 -4.086
H 3.229 -2.130 -3.547
H 3.398 -0.053 -4.797
H 1.623 1.695 -5.904
H 0.345 3.572 -4.961
H -0.342 3.313 -3.343
H -1.368 3.870 -4.670
H -0.265 1.990 -6.878
H -1.979 2.188 -6.578
H -1.276 0.569 -6.547
H -2.152 1.595 -2.998
H -2.401 0.303 -4.209
H -2.985 1.931 -4.501
H 4.901 -2.661 -1.871
H 6.328 -1.224 -0.049
H 6.651 1.854 -0.621
H 7.301 0.600 0.456
H 7.026 2.219 1.065
H 4.294 2.866 -0.151
H 4.938 3.134 1.459
H 3.405 2.304 1.293
H 5.787 -0.427 2.243
H 4.141 0.198 2.481
H 5.542 1.170 2.947
F -4.860 -0.294 3.498
C -5.029 0.222 2.283
C -4.024 0.975 1.693
C -4.253 1.498 0.427
F -3.287 2.212 -0.177
C -5.435 1.289 -0.242
F -5.628 1.775 -1.459
C -6.427 0.540 0.376
F -7.560 0.328 -0.250
C -6.229 0.004 1.639
F -7.181 -0.710 2.207
Ge -2.416 1.473 2.609
S -0.741 0.788 1.068
C -2.198 3.380 2.743
C -1.227 4.197 2.195
F -0.249 3.684 1.431
C -1.231 5.556 2.419
F -0.298 6.329 1.885
C -2.223 6.113 3.210
F -2.226 7.408 3.428
C -3.210 5.319 3.776
F -4.145 5.859 4.531
C -3.177 3.966 3.530
F -4.105 3.166 4.081
C -1.921 0.412 4.126
C -1.923 -0.969 3.994
F -2.182 -1.513 2.791
C -1.668 -1.805 5.051
F -1.659 -3.122 4.897
C -1.405 -1.244 6.294
F -1.153 -2.027 7.315
C -1.390 0.131 6.463
F -1.124 0.644 7.647
C -1.643 0.948 5.378
F -1.612 2.263 5.562

---

no.,calculated total energy (eV)
1,-134641.323
2,-311552.171
3,-66623.945
4,-216895.709